{"formula": "C8H7F3N2", "method": "wB97M-V/def2-TZVPD", "species": ["C", "C", "C", "C", "C", "C", "C", "C", "N", "N", "F", "F", "F", "H", "H", "H", "H", "H", "H", "H"], "coordinates": [[-0.94797, -1.50346, 0.96283], [-0.42959, -1.59592, -0.35450], [-0.64844, -0.30945, 1.59298], [0.20023, -0.61803, -0.97896], [-0.03850, 0.81687, 0.94709], [0.40140, 0.69447, -0.35901], [3.24653, 0.60642, -0.05656], [1.02017, 1.74905, -1.08630], [4.22997, 0.06124, -0.81750], [3.07486, -0.73696, -0.32105], [3.48517, 1.17777, 1.14847], [5.41549, -0.37705, -0.17699], [3.44370, -1.63427, 0.68170], [-1.12105, -2.46069, 1.38818], [-0.57035, -2.53792, -0.90134], [-0.89105, -0.01954, 2.64007], [0.85764, -0.69835, -1.95266], [0.03773, 1.79041, 1.37971], [1.15158, 1.79966, -2.27118], [1.10214, 2.69904, -0.74606]], "forces_ev_per_a": [[2.17, 1.13, -0.91], [-1.37, -2.36, -0.26], [-0.17, 2.29, 1.39], [3.22, 3.19, -2.42], [-0.86, -1.59, -0.01], [0.18, -0.70, -1.83], [1.59, 0.78, 3.96], [-1.22, -2.12, -3.79], [1.89, -0.25, -2.28], [-1.75, -1.45, -0.70], [-0.72, -0.68, -1.56], [-0.42, 0.62, 0.46], [0.22, 0.61, 0.37], [-0.97, -0.21, 0.91], [0.20, 0.24, 0.37], [-0.09, -1.05, -0.67], [-2.00, -0.38, 1.73], [0.01, 0.23, 0.79], [-0.20, -0.94, 2.73], [0.29, 2.65, 1.69]], "multiplicity": 3, "homo_lumo_gap_ev": [7.85, 7.20], "total_charge": 0, "s_squared": 2.05}

{"formula": "C8H7IN2O", "method": "wB97M-V/def2-TZVPD", "species": ["O", "C", "C", "C", "N", "I", "C", "C", "C", "N", "C", "C", "H", "H", "H", "H", "H", "H", "H"], "coordinates": [[1.41978, 1.28731, 0.54401], [0.72611, 0.28732, 0.45489], [0.59153, -0.60012, 1.65024], [1.13684, 0.05721, 2.82781], [0.57546, 1.22135, 3.04103], [0.87373, 2.39789, 4.61432], [0.07160, -0.00195, -0.78208], [-0.26311, -1.28955, -1.29748], [-1.08788, -1.36492, -2.41757], [-1.57332, -0.32190, -3.08705], [-1.35309, 0.84512, -2.46855], [-0.59232, 1.02745, -1.36469], [1.03583, -1.50015, 1.19943], [-0.53752, -0.89051, 1.60616], [1.91595, -0.44252, 3.33795], [0.11426, -2.19635, -0.95551], [-1.10028, -2.32550, -2.86843], [-1.62004, 1.73996, -3.00513], [-0.33353, 2.06986, -1.02934]], "forces_ev_per_a": [[-0.29, -0.34, -0.69], [2.55, 2.16, 1.31], [-2.80, -1.63, -2.93], [-1.99, 3.05, 0.92], [0.59, -3.08, -0.66], [0.56, 0.12, 0.58], [-2.20, -3.13, -0.88], [-0.47, 2.46, -0.32], [1.41, 0.34, 0.14], [-0.17, 0.24, 0.97], [-0.32, 0.03, -2.09], [1.27, 2.73, 0.67], [0.47, -0.29, 1.08], [1.73, 0.57, 0.92], [0.88, -0.11, 1.07], [0.79, -1.28, 0.86], [-0.75, -0.75, -0.54], [-0.65, 0.09, -0.15], [-0.59, -1.19, -0.26]], "homo_lumo_gap_ev": 8.98, "total_charge": 0, "smiles": "O=C(C/C=N/I)c1ccncc1"}

{"formula": "C8H7IN2O", "method": "wB97M-V/def2-TZVPD", "species": ["C", "C", "C", "C", "C", "C", "C", "C", "N", "N", "O", "I", "H", "H", "H", "H", "H", "H", "H"], "coordinates": [[-1.43868, -0.07062, -0.13905], [0.37031, -1.40385, -0.95682], [-1.97564, -1.26693, 0.38133], [-0.36966, -2.54351, -0.60872], [-0.17886, -0.19016, -0.78528], [1.01876, 1.57135, 0.43354], [2.28811, 1.38891, 0.80980], [0.66701, 1.05240, -0.98501], [-1.48744, -2.48486, 0.13778], [3.26700, 1.17812, -0.09088], [1.72051, 0.93003, -1.78382], [4.64443, -0.20082, -0.00229], [-2.08946, 0.88505, 0.03675], [1.42897, -1.58154, -1.45882], [-2.96439, -1.08864, 0.90089], [0.03874, -3.46585, -0.85071], [0.19872, 1.98704, 1.01309], [2.33752, 1.58984, 1.83075], [-0.03074, 1.90289, -1.17198]], "forces_ev_per_a": [[-0.71, -0.37, 0.41], [2.14, -2.73, -1.63], [-1.13, 1.79, -0.67], [-0.62, 2.33, 1.37], [-1.03, 2.44, 1.27], [-0.84, -0.29, -1.43], [-0.01, 0.41, -1.84], [-0.44, -0.18, 0.46], [0.29, -0.07, -0.48], [-1.71, 0.85, -0.99], [0.59, 0.72, 1.65], [0.63, -0.80, 0.50], [1.80, -1.64, -0.50], [-2.43, 0.76, 1.08], [1.22, -1.05, -0.28], [0.36, -1.85, -0.24], [0.44, -0.14, 0.21], [1.22, -0.37, 1.98], [0.23, 0.20, -0.86]], "homo_lumo_gap_ev": [6.53, 6.58], "total_charge": 0}

{"formula": "C8H7IN2OS", "method": "wB97M-V/def2-TZVPD", "species": ["C", "C", "C", "C", "C", "C", "C", "C", "N", "N", "O", "S", "I", "H", "H", "H", "H", "H", "H", "H"], "coordinates": [[2.19337, 1.83657, 0.23379], [2.53614, 0.54418, 0.28449], [0.89725, 2.19405, 0.10539], [1.62453, -0.44641, 0.11687], [-0.08843, 1.20778, -0.03869], [0.32801, -0.11535, 0.01640], [-1.57300, 1.37152, -0.11556], [-0.75212, -2.44848, -1.06731], [-1.11159, -1.56585, 1.53436], [-2.15798, 0.10271, -0.38565], [-2.24930, 2.38625, -0.01861], [-1.05237, -1.23087, 0.06070], [-4.06586, -0.35120, -0.09958], [2.93283, 2.49446, 0.45400], [3.59435, 0.31336, 0.17084], [0.49688, 3.26669, -0.07229], [1.90961, -1.48201, -0.02234], [-0.92121, -3.54139, -0.68972], [-0.79478, -2.24116, -2.15820], [-1.74633, -2.29483, 1.69112]], "forces_ev_per_a": [[-1.20, 0.28, 0.68], [2.12, -1.74, -1.14], [-3.71, 2.53, -1.40], [0.54, -2.18, -0.26], [0.66, -0.12, 0.63], [-2.57, 1.35, -0.13], [-1.69, 0.71, -0.32], [-0.99, -0.90, 0.93], [0.60, 0.86, 0.07], [1.78, -0.15, 0.03], [1.35, -1.23, -0.04], [1.99, -1.10, -1.82], [-0.65, 0.16, 0.08], [1.94, 2.35, 0.06], [-0.12, -0.17, 0.65], [1.11, -1.72, 0.75], [0.07, -0.05, 0.29], [0.09, 2.46, -0.64], [-0.12, 0.06, 1.09], [-1.20, -1.40, 0.49]], "homo_lumo_gap_ev": 8.06, "total_charge": 0}

{"formula": "C8H7MoO6", "method": "wB97M-V/def2-TZVPD", "species": ["O", "C", "Mo", "O", "C", "C", "O", "C", "O", "C", "O", "H", "C", "C", "C", "O", "H", "H", "H", "H", "H", "H"], "coordinates": [[-0.23158, 2.49338, -7.13056], [-0.25924, 2.47153, -5.98838], [-0.51021, 2.06533, -1.01059], [1.08483, -0.61579, -1.43636], [0.47255, 0.35314, -1.20884], [-0.84399, 1.13801, 2.42665], [-1.16063, 0.59100, 3.38053], [-2.45261, 2.26487, -1.35711], [-3.58801, 2.42322, -1.59725], [0.48727, 3.58871, -0.24387], [1.07863, 4.49373, 0.20273], [-0.24395, 2.40322, -2.39223], [1.79805, -2.11965, 2.05345], [0.43219, -1.75293, 1.54271], [-0.47433, -2.91949, 1.26948], [0.08409, -0.57197, 1.34579], [1.71609, -2.61555, 3.02918], [2.41307, -1.22309, 2.14982], [2.27461, -2.81946, 1.35649], [-1.42324, -2.56828, 0.86108], [0.00436, -3.59799, 0.55289], [-0.65797, -3.48193, 2.19438]], "forces_ev_per_a": [[-0.06, -0.04, 2.90], [0.05, 0.02, -2.80], [-0.77, -1.92, 3.08], [-3.01, 4.65, 0.98], [4.47, -6.42, -1.37], [-1.61, -0.10, 2.96], [0.87, 1.58, -2.48], [-9.83, 1.50, -1.60], [6.41, -0.93, 1.25], [5.14, 7.74, 4.18], [-3.34, -5.03, -2.56], [0.84, 1.00, -4.30], [1.14, 0.87, 0.23], [-0.32, 1.26, -0.02], [-1.34, -0.03, -0.56], [1.48, -4.23, -0.19], [-0.33, 0.00, -0.07], [-0.01, -0.14, 0.09], [-0.31, -0.03, -0.06], [0.03, -0.13, 0.11], [0.25, 0.16, 0.12], [0.24, 0.21, 0.10]], "multiplicity": 3, "homo_lumo_gap_ev": [4.35, 4.24], "total_charge": 3, "s_squared": 2.36}

{"formula": "C8H7N2O", "method": "wB97M-V/def2-TZVPD", "species": ["C", "C", "C", "O", "C", "N", "C", "C", "C", "C", "N", "H", "H", "H", "H", "H", "H", "H"], "coordinates": [[-1.42468, 2.40761, 1.58332], [-0.82052, 1.87399, 0.58783], [-0.21857, 1.34033, -0.46388], [0.01131, 2.05691, -1.62403], [0.55973, 1.20365, -2.46437], [0.72686, 0.00198, -2.02205], [0.26920, -0.00492, -0.74282], [0.31464, -1.15286, 0.04560], [0.75161, -2.45929, -0.57445], [0.05488, -1.15902, 1.36265], [-0.27997, -1.30727, 2.48099], [-2.50008, 2.36877, 1.68689], [-0.89974, 2.93513, 2.36581], [0.83989, 1.53331, -3.44946], [1.61964, -2.86408, -0.05954], [1.00359, -2.27232, -1.61371], [-0.05050, -3.19218, -0.52754], [0.04271, -1.30973, 3.42874]], "forces_ev_per_a": [[-0.30, 0.23, 0.47], [0.54, -0.42, -1.04], [-0.26, -0.30, 0.91], [-0.11, 0.94, -0.34], [-0.03, -0.40, 0.27], [0.17, -0.51, -0.38], [-0.12, 0.28, 0.64], [0.36, 0.17, -1.12], [0.08, -0.25, 0.04], [-0.65, 0.04, 1.45], [0.05, 0.14, -0.98], [-0.18, -0.08, -0.13], [0.25, 0.04, 0.09], [-0.04, 0.28, -0.09], [0.06, -0.05, -0.04], [0.04, -0.10, 0.03], [-0.04, -0.06, -0.02], [0.18, 0.04, 0.25]], "homo_lumo_gap_ev": [7.52, 7.52], "total_charge": 1, "smiles": "C=C=c1ocn/c1=C(\\C)C#[NH+]"}

no.,strongest force on any atom (eV/A),calculated total energy (eV)
1,5.1,-19530.8416
2,4.4,-21535.1112
3,3.8,-21531.4113
4,4.7,-32368.1368
5,10.2,-22507.8739
6,1.6,-13427.1576